1.
The following is a DFT calculation (ωB97M-V/def2-TZVPD) of 8 unconnected molecules or ions with the total composition C45H106O24S at a distorted geometry.

Energy, a.u.: -3981.61417
HOMO, Eh: -0.344
SMILES: CCOS(C)(=O)=O.COCCOCCOC.COCCOCCOC.COCCOCCOC.COCCOCCOC.COCCOCCOC.COCCOCCOC.COCCOCCOC
Kohn-Sham gap, Ha: 0.35281
Charge: 0
Multiplicity: 1

Positions of all 176 atoms, in Å:
H -4.94 5.10 11.60
H -3.33 2.17 6.78
O -10.58 7.24 9.37
O -4.58 2.65 13.94
H -6.48 5.94 11.35
H -3.28 0.98 0.08
H -1.99 9.44 5.73
H -6.72 0.20 17.06
H -2.00 7.60 11.68
O -7.00 -2.14 15.90
O -1.98 6.06 19.27
H -9.80 -3.14 17.29
H -5.99 7.25 13.43
H -1.33 7.94 18.71
O -5.59 8.58 6.77
H -7.47 4.57 9.45
H -12.05 8.42 10.15
C -10.67 3.23 3.27
C -5.56 9.73 7.58
C -5.73 5.68 12.10
H -2.59 6.57 16.81
H -6.15 1.09 15.60
O -6.29 4.84 13.11
H -3.82 0.09 2.71
C -9.80 8.16 8.66
O -3.13 1.93 1.94
H -2.91 7.76 19.55
H -3.79 8.64 10.35
H -9.98 5.30 3.30
H -8.69 9.18 10.20
C -6.28 6.08 16.70
C -10.74 3.96 1.02
O -0.29 8.41 7.63
H -0.03 8.94 10.20
C -2.42 5.30 9.48
H -2.05 1.68 15.16
H -6.16 5.69 9.16
H -6.68 5.69 15.75
C -8.40 -2.33 15.94
H -11.58 6.99 11.15
H 0.11 10.65 10.59
H -5.18 7.92 4.91
C -1.06 8.68 3.50
O -1.71 10.05 9.72
S -3.36 2.31 13.31
H -7.10 -0.90 14.30
H -1.02 9.60 11.52
H 0.66 10.04 8.28
H -2.80 6.06 11.80
C -1.43 10.49 8.43
H -5.55 -1.08 14.90
H -6.65 4.44 5.85
H -8.83 6.72 16.28
O -7.72 9.18 8.35
C -1.22 1.15 0.56
H -6.99 1.48 11.78
O -2.87 2.49 4.77
H -9.97 4.68 1.30
H -3.50 5.17 9.47
O -4.37 7.11 17.73
C -0.25 9.81 7.72
C -7.53 4.56 6.49
H -4.31 3.44 5.90
H -3.93 0.69 4.88
H -2.64 3.75 6.28
H -7.43 -6.21 16.24
C -7.52 4.25 12.74
H -1.78 8.06 2.93
C -5.14 7.03 16.56
H -0.97 0.97 -0.49
H -8.75 -2.65 14.94
H -7.94 7.62 9.65
C 0.12 -0.65 1.25
H -9.56 2.12 16.41
H -6.49 10.24 9.56
C -8.68 5.11 5.70
C -0.86 5.44 18.67
C -0.60 9.81 10.54
H -6.03 4.05 8.48
C -8.48 8.52 9.34
O -8.21 0.74 15.78
H -4.58 10.17 7.77
H -9.29 6.48 17.98
H -2.97 0.30 14.49
H -0.77 4.46 19.12
H -6.23 -0.06 11.52
H -4.68 1.14 10.42
C -2.26 7.37 18.77
C -2.39 1.18 14.26
C -6.10 0.90 12.02
H -5.41 8.04 16.22
H 0.07 -1.57 1.84
H -7.44 3.74 11.77
H -11.29 2.66 3.97
O -3.67 1.28 12.13
H -8.66 5.13 17.04
H -2.03 5.19 8.46
H -1.53 0.98 13.62
H 0.85 0.01 1.75
C -3.33 2.95 6.01
H -10.36 9.10 8.55
H -7.75 3.54 13.53
H -5.01 2.67 11.28
H -1.92 4.49 10.01
H -1.30 6.76 7.01
H -8.35 4.98 12.74
H -2.84 8.30 16.92
C -6.40 9.46 8.79
C -1.46 7.84 7.07
H -6.14 10.48 7.01
O -1.16 -0.13 1.18
H -5.88 5.14 17.11
O -7.27 5.46 7.55
H -2.18 0.48 3.09
H -0.16 10.27 6.73
C -8.76 -3.33 17.01
H -0.13 8.64 2.93
H -1.11 11.55 8.45
O -1.99 6.53 10.00
H -11.45 4.50 0.39
C -5.18 6.89 12.78
H -10.98 4.82 4.64
H -5.98 0.74 13.08
H -7.86 3.59 6.89
O -0.77 8.10 4.75
H -1.02 5.34 17.59
O -8.71 -4.69 16.62
H -4.36 6.78 13.50
C -2.64 1.67 0.64
H 0.05 6.03 18.81
O -9.03 4.14 4.74
H -4.56 7.10 10.08
H -4.57 6.63 15.70
H -10.54 8.40 11.10
H -8.94 -1.41 16.14
C -10.17 4.47 3.99
C -4.88 1.59 11.39
H -6.26 9.34 4.97
H -2.36 8.00 7.68
H -4.71 2.00 3.95
H -9.60 7.83 7.65
H 0.59 -0.91 0.29
H -10.33 3.12 0.46
H -9.82 2.55 3.09
O -7.26 6.55 17.61
C -1.78 8.36 5.69
H -8.09 2.81 15.64
C -5.38 8.86 5.42
H -0.54 1.88 1.01
O -11.46 3.52 2.15
C -6.87 0.35 15.98
C -6.72 4.87 8.71
C -11.23 7.79 10.50
H -4.56 9.56 5.21
H -2.28 10.43 7.76
C -6.57 -0.95 15.27
C -8.56 6.21 17.21
C -3.74 1.54 4.20
H -2.72 7.90 5.36
H -5.94 8.63 9.35
C -3.01 7.35 17.46
C -2.69 6.94 11.16
C -3.96 7.67 10.81
H -7.16 -4.69 15.27
C -8.48 2.02 16.29
H -1.45 9.70 3.58
C -7.41 -5.12 16.25
H -9.51 5.37 6.36
H -6.64 -4.79 16.95
C -3.15 0.95 2.94
H -2.69 2.66 0.18
H -8.14 -3.19 17.90
H -7.98 2.20 17.25
O -4.84 7.96 11.90
H -8.40 6.05 5.19
O -2.53 3.33 12.75

2.
The following is a DFT calculation (ωB97M-V/def2-TZVPD) of 7 unconnected molecules or ions with the total composition C45H109N6O8 at a distorted geometry.

Energy, a.u.: -2708.44337
HOMO, Eh: -0.693
Kohn-Sham gap, Ha: 0.25676
Charge: +5
Multiplicity: 1

Positions of all 168 atoms, in Å:
H 3.12 -17.86 -6.22
H -8.44 -17.79 -12.74
H 0.57 -14.76 -11.18
H -1.54 -17.73 -3.35
H -5.05 -12.18 -2.15
H -6.88 -18.53 -9.28
C -8.51 -17.31 -11.76
H -11.01 -17.72 -12.14
O -3.99 -12.90 -3.81
C -4.70 -13.11 -2.60
H -0.25 -13.37 -10.62
C -9.25 -17.12 -8.32
H -3.13 -13.15 -14.31
H 4.03 -13.73 -8.44
H -1.12 -16.15 -12.81
H -0.85 -20.38 -5.75
C 2.09 -16.09 -6.94
C 3.29 -16.54 -9.12
H -2.12 -21.84 -6.60
H -7.84 -18.33 -7.13
C -0.89 -16.36 -15.73
C -7.78 -19.14 -9.11
H -5.98 -19.91 -13.67
H -2.19 -14.50 -15.51
C -2.19 -15.58 -15.42
H 1.46 -17.61 -5.65
H -4.78 -15.34 -14.86
H -4.10 -12.94 -6.81
H -2.94 -20.34 -6.92
N -2.86 -15.88 -14.06
H -10.26 -19.36 -12.43
C -4.18 -15.09 -13.98
H -4.81 -13.00 -14.02
H -5.56 -14.06 -9.22
O 0.84 -14.45 -9.17
H -3.99 -19.62 -8.81
C -4.69 -16.44 -3.31
H -4.47 -15.84 -2.43
H -2.02 -21.31 -11.37
H 2.46 -14.23 -10.32
H 1.12 -15.97 -7.40
H -1.57 -13.97 -6.71
C -3.94 -13.59 -13.74
O -3.32 -15.37 -8.36
C -1.71 -13.77 -5.64
H 2.31 -15.53 -6.03
H -3.98 -10.55 -8.64
C -2.01 -20.89 -7.12
H -5.58 -14.86 -10.82
C -4.81 -12.26 -4.78
N -2.13 -20.11 -9.63
C -1.48 -20.47 -10.94
H -7.59 -16.10 -9.36
H 5.31 -16.62 -9.65
C -2.77 -10.10 -5.53
H -4.03 -19.40 -10.60
H -2.86 -10.18 -4.45
H 3.42 -17.53 -8.68
C -4.21 -17.91 -13.11
H -2.57 -15.69 -11.91
C -2.92 -10.31 -8.55
H -5.07 -21.08 -12.66
H -0.41 -15.87 -16.58
H -3.58 -17.76 -1.20
N -2.76 -11.47 -6.21
H -0.99 -17.42 -15.96
H -3.54 -17.51 -15.17
H -3.99 -21.03 -9.90
H -5.67 -16.88 -3.11
H 4.52 -15.10 -6.25
C -5.35 -20.03 -12.79
O -0.91 -20.10 -6.67
H 4.28 -16.86 -11.04
H -5.21 -17.60 -13.43
C -2.25 -16.91 -3.28
C -3.78 -18.39 -2.06
H -3.48 -9.43 -6.00
C -10.30 -16.78 -7.25
H -8.82 -16.27 -11.90
H -0.88 -14.99 -10.31
H -7.35 -20.10 -8.81
H -4.23 -13.94 -10.37
H -3.14 -19.19 -4.55
H -2.31 -18.03 -14.18
O -4.36 -16.88 -9.64
C -1.89 -21.20 -8.60
H -1.89 -18.08 -9.97
C -2.19 -11.33 -7.65
H -2.16 -16.34 -2.36
H -0.90 -14.26 -5.11
H -10.73 -15.83 -7.54
H -3.80 -13.31 -12.69
H -11.37 -19.24 -11.18
O -10.85 -16.61 -9.90
H -5.73 -12.82 -4.98
C -4.19 -12.07 -6.17
H 5.29 -15.22 -7.87
H -0.85 -21.51 -8.70
H -8.59 -14.97 -8.37
H -4.00 -13.60 -1.93
C 0.02 -14.38 -10.30
C 2.12 -17.54 -6.52
C -4.13 -15.70 -9.25
H -2.78 -9.31 -8.14
H -0.46 -18.81 -9.23
H -0.74 -11.80 -5.61
H 4.79 -16.66 -6.95
H -0.45 -20.76 -10.73
H -4.63 -18.46 -6.59
C -1.71 -12.27 -5.44
N 3.19 -15.64 -7.90
N -3.65 -17.53 -3.33
H -1.20 -10.94 -7.42
H 2.95 -13.43 -7.40
C -8.25 -15.99 -8.49
H -1.86 -9.61 -5.86
H 4.48 -15.22 -10.40
H -4.85 -19.02 -4.22
H -4.63 -15.80 -4.18
H -5.70 -19.86 -11.76
C 4.40 -16.27 -10.13
H -9.30 -19.16 -7.62
H -7.49 -16.01 -7.70
H 2.00 -12.74 -9.58
C -8.66 -19.38 -10.36
H -5.57 -13.77 -2.69
H -3.34 -16.45 -7.06
H -3.03 -19.19 -2.07
H -3.96 -17.52 -12.12
C 4.53 -15.63 -7.20
H -4.78 -15.53 -13.18
C -2.02 -15.54 -12.84
H -1.81 -14.47 -12.87
H -1.90 -12.08 -4.39
C -8.55 -18.44 -7.95
H -5.07 -11.27 -4.39
H -2.57 -22.02 -8.82
H -7.49 -17.25 -11.38
C -4.30 -17.76 -5.81
H -0.14 -16.15 -14.96
N -9.91 -17.33 -9.71
C 3.05 -14.14 -8.22
H 2.31 -16.53 -9.59
H -5.15 -17.08 -5.72
H -2.14 -12.29 -8.15
H -9.77 -16.67 -6.30
H -2.64 -14.26 -5.37
H -4.81 -11.42 -6.80
H -9.39 -20.09 -9.96
C -9.45 -18.16 -10.86
C -3.20 -17.40 -14.14
H 1.68 -18.26 -7.21
C -3.66 -20.00 -9.78
H -2.82 -15.85 -16.27
O -4.14 -19.33 -13.07
O -3.21 -16.95 -6.22
H -8.11 -19.89 -11.14
C -4.97 -14.62 -9.95
H -2.50 -10.42 -9.55
H -2.01 -18.43 -8.28
C -3.95 -18.47 -4.51
H -4.80 -18.76 -2.07
H -11.06 -17.56 -7.22
C 2.11 -13.81 -9.38
C -1.55 -18.78 -9.20
C -10.63 -18.64 -11.71
H -1.49 -19.57 -11.56
H -2.10 -16.33 -4.19